Record 1
DFT (ωB97M-V/def2-TZVPD) results for 4 unconnected molecules or ions with the total composition C4H15N2OS.

The geometry in XYZ format:
```
23
Properties=species:S:1:pos:R:3:nbo_charge:R:1
N 4.43 0.29 -2.88 -0.397
C -1.83 -1.15 2.15 -0.249
C -1.59 -1.57 0.91 -0.287
C 0.76 -0.25 -1.23 -0.513
S 0.03 1.03 -0.28 0.031
C -3.18 -1.24 2.82 -0.334
N -3.73 0.07 3.02 -0.240
H 5.10 0.72 -2.23 0.430
H 3.67 -0.25 -2.47 0.408
H 4.89 -0.17 -3.68 0.425
H -1.10 -0.59 2.72 0.232
H -0.58 -1.63 0.55 0.220
H -2.39 -1.88 0.26 0.216
H 0.74 -0.01 -2.29 0.185
H 1.69 -0.62 -0.82 0.177
H 0.39 2.15 -0.94 0.127
H -3.84 -1.90 2.24 0.314
H -3.12 -1.61 3.86 0.282
H -3.61 0.73 2.24 0.414
H -4.58 0.26 3.56 0.429
H 2.59 3.06 -3.12 0.508
H 2.26 2.03 -2.02 0.474
O 2.99 2.55 -2.39 -0.854
```

Values from the calculation:
Orbital gap (alpha / beta) (hartree): 0.165 / 0.163
LUMO energy (alpha / beta) (eV): -10.3878 / -11.2796
2S+1: 2
<S²>: 1.765
Charge: +2
HOMO level (alpha / beta) (hartree): -0.5468 / -0.5778

=====

Record 2
DFT (ωB97M-V/def2-TZVPD) results for 2 unconnected molecules or ions with the total composition C4H15N4.

The geometry in XYZ format:
```
23
Properties=species:S:1:pos:R:3:nbo_charge:R:1
C -2.46 -1.14 0.67 -0.643
C -0.98 -1.10 0.50 -0.431
C 1.34 0.64 0.83 0.193
C -0.42 0.18 -0.30 0.213
N 2.26 -0.14 0.14 -0.862
N 1.59 2.03 0.81 -0.845
N 0.38 -0.13 -1.56 -0.770
N -1.33 1.22 -0.33 -0.871
H -2.91 -0.15 1.00 0.213
H -2.90 -1.41 -0.29 0.220
H -2.83 -1.81 1.47 0.254
H -0.33 -1.30 1.41 0.219
H -0.67 -2.01 -0.15 0.195
H 0.96 0.42 1.80 0.198
H 3.23 0.26 0.09 0.415
H 2.29 -1.10 0.46 0.415
H 1.10 2.69 1.39 0.412
H 1.44 0.02 -1.29 0.441
H 0.23 0.48 -2.47 0.441
H 0.25 -1.06 -1.92 0.419
H -2.37 0.85 -0.31 0.398
H -1.17 2.10 -0.04 0.392
H 2.21 2.40 0.16 0.383
```

Values from the calculation:
Orbital gap (hartree): 0.325
LUMO energy (eV): -2.8362
Charge: +1
HOMO level (hartree): -0.4294

=====

Record 3
DFT (ωB97M-V/def2-TZVPD) results for 3 unconnected molecules or ions with the total composition C4H15NO2.

The geometry in XYZ format:
```
22
Properties=species:S:1:pos:R:3:nbo_charge:R:1
C 2.06 1.46 0.61 -0.614
C 1.92 0.16 -0.15 -0.413
C 0.56 -0.45 -0.03 -0.048
C 0.57 -1.88 -0.58 -0.612
N -0.53 0.33 -0.69 -0.863
H 1.39 2.26 0.29 0.213
H 1.90 1.39 1.70 0.209
H 3.07 1.88 0.52 0.211
H 2.55 -0.60 0.35 0.213
H 2.27 0.22 -1.19 0.207
H 0.22 -0.55 1.01 0.184
H -0.44 -2.27 -0.72 0.197
H 1.02 -1.91 -1.59 0.199
H 1.13 -2.58 0.01 0.213
H -1.38 -0.15 -0.96 0.352
H -0.13 0.56 -1.60 0.358
O -3.59 -1.21 -0.25 -0.931
H -3.57 -0.38 0.23 0.486
H -2.69 -1.36 -0.54 0.449
O -2.50 1.61 1.19 -0.967
H -2.05 2.39 1.55 0.472
H -1.77 1.08 0.84 0.484
```

Values from the calculation:
Orbital gap (hartree): 0.395
LUMO energy (eV): 0.8081
SMILES: CC[C@H](C)N.O.O
HOMO level (hartree): -0.3654

=====

Record 4
DFT (ωB97M-V/def2-TZVPD) results for 3 unconnected molecules or ions with the total composition C4H15NO2.

The geometry in XYZ format:
```
22
Properties=species:S:1:pos:R:3:nbo_charge:R:1
C 1.75 0.54 1.71 -0.587
C 0.37 0.14 1.17 -0.435
C 0.22 0.67 -0.22 -0.053
C -0.88 1.76 -0.32 -0.618
N -0.11 -0.34 -1.27 -0.854
H 2.37 -0.43 1.39 0.179
H 2.14 1.39 1.12 0.207
H 1.97 0.63 2.75 0.214
H -0.33 0.62 1.95 0.213
H 0.26 -0.95 1.35 0.201
H 1.19 1.17 -0.57 0.168
H -0.70 2.28 -1.26 0.204
H -1.78 1.18 -0.21 0.228
H -1.01 2.44 0.49 0.201
H -0.24 -1.17 -0.78 0.363
H 0.42 -0.36 -2.06 0.366
O -3.26 -0.23 0.26 -0.938
H -2.40 -0.56 -0.28 0.472
H -3.49 -1.17 0.48 0.463
O 0.86 -2.66 -1.90 -0.974
H 1.15 -2.40 -2.74 0.482
H 1.50 -2.58 -1.07 0.497
```

Values from the calculation:
Orbital gap (hartree): 0.348
LUMO energy (eV): 0.5423
SMILES: CC[C@H](C)N.O.O
HOMO level (hartree): -0.3278

=====

Record 5
DFT (ωB97M-V/def2-TZVPD) results for 3 unconnected molecules or ions with the total composition C4H15NO2.

The geometry in XYZ format:
```
22
Properties=species:S:1:pos:R:3:nbo_charge:R:1
C -1.97 -0.97 0.46 -0.429
N -0.87 -0.13 -0.11 -0.652
C 0.00 -0.66 -1.15 -0.037
C 0.98 -1.76 -0.72 -0.626
C 0.69 0.54 -1.89 -0.619
H -1.98 -0.62 1.50 0.202
H -1.84 -2.02 0.45 0.210
H -2.99 -0.57 0.13 0.184
H -1.22 0.75 -0.44 0.350
H -0.63 -1.33 -1.82 0.149
H 1.35 -2.47 -1.59 0.219
H 0.43 -2.25 0.10 0.219
H 1.77 -1.42 -0.09 0.202
H 0.72 0.28 -2.95 0.216
H 1.57 0.93 -1.47 0.223
H 0.07 1.43 -1.97 0.194
O 0.89 -0.20 2.48 -0.977
H 1.86 -0.19 2.28 0.475
H 0.37 0.46 1.85 0.492
O 0.21 2.71 0.43 -0.959
H 0.32 2.50 1.35 0.485
H -0.65 2.58 0.01 0.478
```

Values from the calculation:
Orbital gap (hartree): 0.339
LUMO energy (eV): 0.6184
SMILES: CNC(C)C.O.O
HOMO level (hartree): -0.3161

=====

Record 6
DFT (ωB97M-V/def2-TZVPD) results for 3 unconnected molecules or ions with the total composition C4H15NO2.

The geometry in XYZ format:
```
22
Properties=species:S:1:pos:R:3:nbo_charge:R:1
C -1.67 1.50 1.38 -0.616
C -0.91 0.02 1.42 -0.207
N -1.02 -0.72 0.22 -0.670
C -0.12 -1.82 -0.27 -0.237
C -0.13 -2.44 -1.69 -0.635
H -1.58 1.97 2.38 0.211
H -2.77 1.30 1.23 0.190
H -1.47 2.25 0.67 0.223
H 0.15 0.17 1.58 0.214
H -1.34 -0.54 2.23 0.172
H -1.98 -1.10 0.02 0.360
H -0.03 -2.54 0.65 0.174
H 0.87 -1.39 -0.29 0.207
H -1.06 -3.23 -1.74 0.200
H -0.55 -1.74 -2.56 0.220
H 0.83 -2.81 -2.13 0.242
O 2.91 1.69 0.33 -0.947
H 2.37 1.58 -0.52 0.490
H 3.59 2.25 0.00 0.452
O 0.46 1.21 -0.99 -1.016
H 0.42 1.49 -2.04 0.467
H -0.37 0.64 -0.82 0.507
```

Values from the calculation:
Orbital gap (hartree): 0.352
LUMO energy (eV): 0.7328
SMILES: CCNCC.O.O
HOMO level (hartree): -0.3246

=====

Record 7
DFT (ωB97M-V/def2-TZVPD) results for 4 unconnected molecules or ions with the total composition C4H15NO2S.

The geometry in XYZ format:
```
23
Properties=species:S:1:pos:R:3:nbo_charge:R:1
C -1.88 -0.06 -1.72 -0.649
C -0.81 -0.37 -0.72 0.212
C -0.67 -1.82 -0.36 -0.466
C 0.29 -1.97 0.83 -0.519
S 1.93 -1.30 0.28 -0.366
N -0.94 0.45 0.48 -0.793
H -1.90 -0.79 -2.53 0.225
H -1.80 0.93 -2.18 0.224
H -2.83 -0.06 -1.19 0.240
H 0.33 -0.10 -1.10 -0.046
H -1.65 -2.24 -0.15 0.251
H -0.29 -2.35 -1.24 0.225
H -0.06 -1.35 1.65 0.221
H 0.39 -2.98 1.20 0.229
H 1.08 0.23 -1.28 0.320
H -1.22 1.37 0.15 0.384
H 0.05 0.54 0.75 0.382
H 3.14 1.39 2.24 0.478
H 2.30 0.33 1.43 0.482
O 2.27 1.22 1.88 -1.028
H 0.97 2.46 1.13 0.511
H 0.88 3.41 -0.16 0.472
O 0.42 3.06 0.61 -0.990
```

Values from the calculation:
Orbital gap (hartree): 0.249
LUMO energy (eV): -1.4196
HOMO level (hartree): -0.3009

=====

Record 8
DFT (ωB97M-V/def2-TZVPD) results for 3 unconnected molecules or ions with the total composition C4H15NO2S.

The geometry in XYZ format:
```
23
Properties=species:S:1:pos:R:3:nbo_charge:R:1
N 1.53 -1.22 0.72 -0.925
C 0.11 -1.27 1.18 -0.228
C -0.93 -1.74 0.21 -0.434
C -0.98 -1.00 -1.15 -0.424
C -0.90 0.53 -0.87 -0.513
S -2.40 1.17 0.02 -0.067
H 1.84 -2.17 0.95 0.376
H 1.53 -0.89 -0.40 0.418
H -0.14 -0.30 1.74 0.184
H 0.14 -2.07 2.02 0.194
H -1.87 -1.64 0.72 0.222
H -0.83 -2.84 0.07 0.207
H -0.05 -1.28 -1.73 0.215
H -1.81 -1.31 -1.74 0.219
H -0.06 0.66 -0.06 0.226
H -0.58 1.24 -1.72 0.231
H -1.75 2.21 0.40 0.113
O 2.23 0.54 -1.52 -0.985
H 2.44 1.31 -2.12 0.484
H 2.59 0.80 -0.64 0.508
O 2.53 1.33 1.21 -1.002
H 1.94 1.62 1.95 0.473
H 2.46 0.32 1.38 0.507
```

Values from the calculation:
Orbital gap (hartree): 0.351
LUMO energy (eV): 0.6474
SMILES: NCCCCS.O.O
HOMO level (hartree): -0.3275

=====

Record 9
DFT (ωB97M-V/def2-TZVPD) results for 3 unconnected molecules or ions with the total composition C4H15NO2S.

The geometry in XYZ format:
```
23
Properties=species:S:1:pos:R:3:nbo_charge:R:1
C -0.29 -1.67 -1.97 -0.767
S -0.19 -0.17 -2.95 0.199
C -0.09 1.18 -1.73 -0.538
C 0.18 0.91 -0.26 -0.442
C -1.00 1.14 0.70 -0.212
N -1.26 2.51 1.09 -0.822
H -1.19 -2.26 -2.21 0.218
H -0.38 -1.56 -0.89 0.226
H 0.50 -2.36 -2.15 0.228
H -0.96 1.84 -1.81 0.204
H 0.74 1.81 -2.06 0.224
H 1.05 1.43 0.17 0.202
H 0.54 -0.10 -0.07 0.214
H -1.89 0.72 0.25 0.192
H -0.82 0.51 1.57 0.167
H -0.42 2.91 1.50 0.346
H -1.45 3.07 0.26 0.352
O 2.27 -2.49 0.63 -0.943
H 2.19 -1.53 0.62 0.465
H 1.59 -2.80 1.24 0.480
O 0.56 -1.26 2.48 -0.941
H 0.51 -0.31 2.58 0.470
H -0.21 -1.50 3.01 0.475
```

Values from the calculation:
Orbital gap (hartree): 0.323
LUMO energy (eV): 0.3558
SMILES: CSCCCN.O.O
HOMO level (hartree): -0.3099

=====

Record 10
DFT (ωB97M-V/def2-TZVPD) results for 4 unconnected molecules or ions with the total composition C4H15NO3.

The geometry in XYZ format:
```
23
Properties=species:S:1:pos:R:3:nbo_charge:R:1
C 0.82 -1.28 -1.10 -0.423
C -0.23 -1.96 -0.18 -0.433
C -0.03 -1.14 1.11 -0.240
N 0.94 -0.04 0.92 -0.619
C 1.80 -0.55 -0.19 -0.251
H 0.31 -0.50 -1.72 0.182
H 1.22 -1.97 -1.89 0.218
H -1.21 -1.76 -0.61 0.219
H 0.00 -3.00 0.04 0.213
H -0.99 -0.66 1.37 0.203
H 0.34 -1.72 1.93 0.192
H 0.47 0.79 0.56 0.337
H 2.32 0.31 -0.57 0.202
H 2.66 -1.08 0.24 0.196
O -3.31 1.78 -0.79 -0.948
H -2.77 2.57 -0.61 0.450
H -2.67 1.30 -1.35 0.483
O 1.33 2.35 3.48 -0.948
H 0.95 1.96 4.27 0.466
H 1.09 1.76 2.76 0.479
O -1.37 0.96 -2.52 -0.956
H -0.75 1.55 -2.08 0.483
H -0.92 0.33 -3.09 0.495
```

Values from the calculation:
Orbital gap (hartree): 0.358
LUMO energy (eV): 0.1444
SMILES: C1CCNC1.O.O.O
HOMO level (hartree): -0.3532

=====

Record 11
DFT (ωB97M-V/def2-TZVPD) results for 4 unconnected molecules or ions with the total composition C4H15NO3.

The geometry in XYZ format:
```
23
Properties=species:S:1:pos:R:3:nbo_charge:R:1
C -1.41 2.46 -1.24 -0.651
C -0.87 1.31 -1.96 -0.253
C -0.15 0.33 -1.36 -0.033
N 0.12 -0.90 -2.04 -0.614
C 1.58 -1.13 -2.20 -0.419
H -2.36 3.01 -1.47 0.223
H -1.50 2.19 -0.20 0.207
H -0.65 3.18 -1.30 0.215
H -1.14 1.35 -3.03 0.196
H 0.27 0.39 -0.34 0.200
H -0.31 -0.96 -2.91 0.361
H 2.11 -0.39 -2.94 0.170
H 2.08 -0.90 -1.22 0.203
H 1.74 -2.09 -2.53 0.193
O -1.28 -1.47 2.05 -0.968
H -1.75 -1.48 1.16 0.461
H -0.39 -1.30 1.82 0.480
O 1.24 -1.66 1.39 -0.927
H 1.15 -2.34 0.65 0.480
H 1.42 -2.24 2.08 0.475
O 0.49 1.46 3.78 -0.933
H 0.19 1.91 2.97 0.472
H -0.16 1.44 4.37 0.462
```

Values from the calculation:
Orbital gap (hartree): 0.330
LUMO energy (eV): 0.6619
SMILES: C/C=C/NC.O.O.O
HOMO level (hartree): -0.3054

=====

Record 12
DFT (ωB97M-V/def2-TZVPD) results for 4 unconnected molecules or ions with the total composition C4H15NO3.

The geometry in XYZ format:
```
23
Properties=species:S:1:pos:R:3:nbo_charge:R:1
C 1.32 0.40 -2.12 -0.649
C 1.36 0.77 -0.66 -0.295
C 0.36 0.61 0.21 0.187
C 0.48 0.94 1.66 -0.647
N -0.90 0.05 -0.13 -0.867
H 2.29 0.12 -2.50 0.227
H 0.64 -0.44 -2.28 0.206
H 0.94 1.23 -2.73 0.212
H 2.27 1.18 -0.25 0.204
H 0.40 0.04 2.26 0.229
H -0.33 1.60 1.99 0.208
H 1.44 1.42 1.86 0.223
H -1.04 -0.01 -1.13 0.379
H -1.67 0.56 0.30 0.407
O 2.26 -2.45 0.00 -0.972
H 1.43 -2.52 0.52 0.491
H 2.38 -1.49 -0.07 0.464
O -3.58 1.58 0.13 -0.954
H -4.47 1.32 0.44 0.481
H -3.62 2.53 0.01 0.479
O -0.43 -2.53 1.14 -0.983
H -0.69 -1.69 0.72 0.497
H -0.83 -3.23 0.62 0.472
```

Values from the calculation:
Orbital gap (hartree): 0.322
LUMO energy (eV): 0.3345
SMILES: C/C=C(/C)N.O.O.O
HOMO level (hartree): -0.3097